[1]
The following is a quantum chemistry calculation of a cluster of 2 separate species, ClFH2 in total, from the Open Molecules 2025 dataset.

Properties
- SMILES = Cl.F
- net charge = 0
- HOMO-LUMO gap (Ha) = 0.48707
- largest force on an atom (eV Å⁻¹) = 0.14
- 2S+1 = 1
- HOMO energy (eV) = -12.5

Geometry (Å):
Cl: 0.4135 -0.8378 -0.7478
H: 0.7577 -1.2771 0.4069
F: -0.8168 1.5961 1.3030
H: -0.4353 1.1548 0.5796

---

[2]
The following is a quantum chemistry calculation of a cluster of 2 separate species, C5H14IN2 in total in a non-equilibrium geometry, from the Open Molecules 2025 dataset.

Properties
- net charge = +1
- HOMO-LUMO gap (Ha) = 0.35169
- largest force on an atom (eV Å⁻¹) = 3.79
- 2S+1 = 1
- HOMO energy (eV) = -13.6

Geometry (Å):
C: -0.5057 2.6462 -1.2752
C: 1.6624 0.5190 1.3927
C: 0.5868 1.8357 -0.4814
C: 0.2946 1.0152 0.8443
C: -0.6101 -0.1244 0.6063
N: -0.1987 -1.3540 0.4971
N: -0.9664 -3.8070 -0.7859
I: -2.6363 0.2103 0.1153
H: -0.3986 3.6913 -0.9058
H: -0.4888 2.3090 -2.3001
H: -1.5548 2.4957 -1.0256
H: 2.1047 1.5116 1.6488
H: 2.2948 0.0554 0.6145
H: 1.6905 0.0277 2.4075
H: 1.1951 2.5969 -0.1363
H: 0.9925 1.1429 -1.3257
H: -0.2236 1.6204 1.6736
H: 0.6315 -1.7166 0.9394
H: -0.7429 -2.2460 -0.1520
H: -1.1435 -4.1260 0.1288
H: -1.8178 -4.1462 -1.2678
H: -0.1654 -4.1571 -1.2125

---

[3]
The following is a quantum chemistry calculation of a structure of composition C3H12FNO8V2 in a non-equilibrium geometry, from the Open Molecules 2025 dataset.

Properties
- net charge = +2
- HOMO-LUMO gap (spin up / spin down) (Ha) = 0.17391 / 0.19373
- largest force on an atom (eV Å⁻¹) = 3.08
- 2S+1 = 3
- HOMO energy (spin up / spin down) (eV) = -16.1 / -16.1

Geometry (Å):
O: 29.2835 -12.6026 19.1786
V: 28.9133 -11.1177 18.9430
O: 24.3692 -10.9001 17.3564
V: 25.4549 -9.8780 17.7605
N: 28.0885 -8.0693 18.3198
O: 26.8955 -8.3826 17.9130
O: 28.3687 -6.9671 18.5526
O: 28.9186 -9.0280 18.4718
F: 26.9344 -11.1083 18.4478
C: 30.6093 -11.0774 16.0788
O: 29.3756 -11.3208 16.8507
H: 31.4735 -11.3280 16.6870
H: 30.6176 -11.7597 15.2321
H: 30.6620 -10.0424 15.7536
H: 28.6502 -11.3109 16.2177
C: 26.8336 -14.2926 17.0439
O: 28.0982 -14.8200 17.4302
H: 26.3724 -13.7114 17.8534
H: 27.0368 -13.5800 16.2389
H: 26.1736 -15.0785 16.6802
H: 28.0607 -15.1482 18.3332
C: 25.0289 -12.5961 21.0329
O: 24.0868 -12.3185 20.0010
H: 24.6717 -13.4369 21.6319
H: 26.0182 -12.8694 20.6482
H: 25.0801 -11.7368 21.6963
H: 23.9858 -13.1206 19.4769

---

[4]
The following is a quantum chemistry calculation of a structure of composition C14H33Cl2MoN4OP2 in a non-equilibrium geometry, from the Open Molecules 2025 dataset.

Properties
- net charge = +3
- HOMO-LUMO gap (spin up / spin down) (Ha) = 0.13407 / 0.16375
- largest force on an atom (eV Å⁻¹) = 4.29
- 2S+1 = 3
- HOMO energy (spin up / spin down) (eV) = -17.8 / -17.9

Geometry (Å):
C: -0.5518 0.1249 -3.9425
C: -0.8124 -0.0929 -2.4777
H: -1.5205 0.3163 -4.4125
H: -0.0892 -0.7828 -4.3701
H: 0.1185 0.9826 -4.1154
O: -1.8648 -0.4655 -1.9833
Cl: 2.3692 0.0348 -2.7874
Mo: 0.8420 0.2064 -0.8281
P: 1.1188 -2.2500 -1.0381
C: -0.0241 -3.0773 0.1209
C: 0.8664 -3.0766 -2.6148
H: 1.0973 -4.1355 -2.4635
H: 2.9282 -3.7571 -0.6230
H: 1.5417 -2.6163 -3.3392
H: 3.5119 -2.1043 -1.0206
H: -1.0564 -2.8398 -0.1494
H: -0.1731 -2.9394 -2.9235
C: 2.7825 -2.6870 -0.4510
H: 0.1191 -4.1574 0.0837
H: 2.8917 -2.4528 0.6127
H: 0.1401 -2.7532 1.1535
P: 0.8972 2.5674 -1.2664
C: -0.2277 3.3344 -0.0699
C: 2.5329 3.2219 -0.8081
H: 1.1554 2.9536 -3.5987
H: 0.5193 4.3964 -2.7229
H: -0.5673 3.0166 -3.0981
C: 0.4537 3.3108 -2.8419
H: 3.3063 2.5899 -1.2524
H: 2.6190 4.2455 -1.1847
H: -0.2031 4.4224 -0.1432
H: 0.0920 3.0617 0.9365
H: 2.6449 3.2047 0.2815
H: -1.2439 2.9697 -0.2437
Cl: 2.7237 0.4579 0.5197
C: -0.9345 1.3034 2.0187
N: -0.5399 0.1534 1.1264
C: -1.8732 -0.4811 0.7560
N: -2.6074 -0.9824 1.9563
C: -2.8902 0.1960 2.8146
N: -1.6496 0.8784 3.2236
C: -0.8153 -0.0652 3.9934
N: -0.4041 -1.2496 3.1790
C: 0.3619 -0.6399 2.0564
C: -1.6967 -1.8659 2.7297
H: -1.5938 1.9630 1.4480
H: 0.0031 1.8080 2.3121
H: -1.8452 -1.2752 0.0217
H: -2.4834 0.3621 0.3681
H: -3.4028 -0.1554 3.7310
H: -3.5279 0.9062 2.2505
H: 0.0897 0.4743 4.3399
H: -1.4139 -0.4224 4.8488
H: 1.0212 -1.3895 1.5698
H: 0.9963 0.1474 2.5122
H: -2.2321 -2.1233 3.6651
H: -1.4999 -2.7726 2.1404

---

[5]
The following is a quantum chemistry calculation of a cluster of 11 separate species, C61H92Cl3N12O4 in total in a non-equilibrium geometry, from the Open Molecules 2025 dataset.

Properties
- net charge = +9
- HOMO-LUMO gap (Ha) = 0.15129
- largest force on an atom (eV Å⁻¹) = 5.91
- 2S+1 = 1
- HOMO energy (eV) = -22.7

Geometry (Å):
C: 0.1495 0.1843 -2.1862
C: -0.2130 -0.5765 -0.8586
C: 0.1488 0.1962 0.4021
O: -0.5188 1.4205 0.3691
C: 0.0490 2.3468 1.2084
N: -1.7926 -0.7277 -0.8950
H: -2.1863 -1.4452 -1.4868
H: -2.2258 -1.0073 -0.0265
H: -2.3158 0.1255 -1.0311
H: -0.1961 1.2180 -2.1837
H: -0.1931 -0.3888 -3.0477
H: 1.2392 0.1912 -2.2095
H: 0.1572 -1.6017 -0.8540
H: 1.2358 0.2731 0.4232
H: -0.2310 -0.3640 1.2565
H: 0.9692 2.7676 0.8033
H: 0.1014 2.0377 2.2523
H: -0.7666 3.0649 1.2939
C: 0.8072 7.0991 2.0647
C: 2.0574 6.9220 2.9249
O: 2.5056 7.7801 3.6906
N: 2.7750 5.5501 2.9357
H: 2.9630 5.2189 2.0003
H: 3.6725 5.7620 3.3478
C: 2.0787 4.4274 3.6728
H: 0.3214 8.0664 2.1929
H: 0.0668 6.3307 2.2869
H: 1.1323 6.9863 1.0305
H: 1.3023 4.0168 3.0274
H: 1.6036 4.7463 4.6005
H: 2.7307 3.6098 3.9804
C: -1.5860 0.4483 4.3076
C: -2.6700 0.1293 5.2998
O: -2.9089 0.6338 6.4027
N: -3.5663 -1.0070 4.8859
H: -4.5164 -0.6645 4.8993
H: -3.3807 -1.1977 3.9116
C: -3.2935 -2.2820 5.7396
H: -0.8255 1.0913 4.7506
H: -2.0730 0.8730 3.4298
H: -1.1245 -0.4853 3.9859
H: -3.6124 -1.9571 6.7299
H: -2.2241 -2.4823 5.6734
H: -3.9008 -3.1326 5.4301
C: -0.7202 -3.4813 2.0478
C: 0.7052 -3.2516 1.6865
O: 1.1276 -3.3438 0.5537
N: 1.5639 -2.6653 2.8097
H: 1.4733 -1.6690 2.9481
H: 1.3153 -3.1284 3.6722
C: 3.1155 -2.8471 2.6191
H: -0.7408 -4.2881 2.7804
H: -1.1851 -3.8784 1.1454
H: -1.2171 -2.5547 2.3355
H: 3.3550 -3.8841 2.8544
H: 3.5485 -2.1676 3.3532
H: 3.3779 -2.6312 1.5834
C: -9.9524 -4.1406 5.0182
N: -9.3348 -3.7554 3.6938
C: -8.0714 -3.2119 3.5744
C: -7.4307 -3.1007 2.3880
C: -8.1222 -3.5487 1.2130
C: -9.4480 -3.9578 1.3164
C: -10.0138 -4.0590 2.5782
C: -7.3931 -3.5752 -0.1010
C: -7.6774 -4.5834 -1.1231
C: -7.0305 -4.5336 -2.3228
N: -6.0693 -3.6278 -2.5855
C: -5.6749 -2.7272 -1.6078
C: -6.3363 -2.6883 -0.3956
C: -5.4140 -3.4654 -3.9519
H: -9.5289 -3.4526 5.7499
H: -9.6167 -5.1152 5.3727
H: -11.0410 -4.0869 5.0253
H: -7.5812 -3.1055 4.5308
H: -6.3635 -2.9361 2.3654
H: -10.0104 -4.3404 0.4775
H: -11.0043 -4.4765 2.6835
H: -8.4490 -5.3366 -1.0627
H: -7.2243 -5.2088 -3.1432
H: -4.8472 -2.0860 -1.8726
H: -5.9987 -1.9329 0.2986
H: -5.4448 -4.3541 -4.5822
H: -4.4057 -3.0764 -3.8105
H: -5.9093 -2.6949 -4.5429
C: -0.2035 6.3398 -2.5346
N: -1.0547 5.4537 -1.7418
C: -1.2704 4.1625 -2.2583
C: -2.1673 3.3695 -1.5679
C: -2.9378 3.8610 -0.4717
C: -2.5556 5.0855 0.0255
C: -1.6573 5.9213 -0.6493
C: -4.1207 3.0418 0.0333
C: -4.4004 2.7790 1.4251
C: -5.3602 1.8474 1.8433
N: -6.1171 1.2902 0.9611
C: -5.9476 1.5272 -0.3877
C: -4.9405 2.3929 -0.8623
C: -7.2420 0.4693 1.5287
H: 0.0708 5.8185 -3.4517
H: 0.6262 6.5450 -1.8580
H: -0.7334 7.2537 -2.8029
H: -0.5881 3.9190 -3.0593
H: -2.3286 2.4178 -2.0523
H: -3.0932 5.5651 0.8300
H: -1.2678 6.8563 -0.2744
H: -3.7286 3.1442 2.1878
H: -5.6037 1.6585 2.8784
H: -6.5484 0.9403 -1.0667
H: -4.7199 2.3922 -1.9195
H: -7.7199 -0.1185 0.7450
H: -8.0029 1.0391 2.0619
H: -6.8259 -0.2357 2.2484
C: 7.9166 -2.9189 -0.1448
N: 6.6736 -2.6618 -0.9126
C: 6.7051 -2.8399 -2.2598
C: 5.5090 -2.7251 -2.9963
C: 4.2886 -2.3553 -2.3759
C: 4.3265 -2.2129 -0.9724
C: 5.5436 -2.3650 -0.2493
C: 2.9482 -2.3013 -3.1153
C: 2.6742 -1.4045 -4.1594
C: 1.5181 -1.5660 -4.9141
N: 0.5604 -2.3970 -4.5311
C: 0.7312 -3.1677 -3.4232
C: 1.9438 -3.2080 -2.7265
C: -0.7001 -2.4156 -5.2672
H: 8.6323 -2.2683 -0.6473
H: 8.0813 -3.9860 0.0041
H: 7.7888 -2.4852 0.8470
H: 7.6847 -3.1481 -2.5940
H: 5.5728 -2.7613 -4.0738
H: 3.3593 -2.0457 -0.5219
H: 5.4625 -2.2924 0.8252
H: 3.2848 -0.5532 -4.4221
H: 1.2173 -0.8787 -5.6910
H: -0.1616 -3.7265 -3.1843
H: 2.1105 -3.8219 -1.8537
H: -1.2755 -1.5135 -5.0592
H: -1.2842 -3.2779 -4.9456
H: -0.4160 -2.4669 -6.3183
C: 12.0485 1.0357 -4.7045
N: 10.8649 1.1851 -3.8725
C: 10.5342 0.2896 -2.9488
C: 9.3177 0.4478 -2.2316
C: 8.5898 1.6530 -2.2692
C: 9.0332 2.6306 -3.2153
C: 10.0509 2.2885 -4.0837
C: 7.4366 1.8554 -1.3785
C: 7.3968 1.4477 -0.0439
C: 6.2356 1.6639 0.7694
N: 5.0615 2.0775 0.1976
C: 5.0573 2.4621 -1.1021
C: 6.2433 2.4216 -1.8699
C: 3.8613 2.2017 0.9937
H: 11.6775 1.0922 -5.7278
H: 12.5235 0.0603 -4.5992
H: 12.6075 1.9211 -4.4017
H: 11.1634 -0.5771 -2.8095
H: 8.9285 -0.2817 -1.5367
H: 8.4694 3.5397 -3.3640
H: 10.5469 2.9890 -4.7393
H: 8.2605 1.1052 0.5067
H: 6.1913 1.5970 1.8464
H: 4.1449 2.9283 -1.4434
H: 6.1407 2.7265 -2.9009
H: 3.8271 3.2519 1.2832
H: 3.9173 1.4575 1.7881
H: 3.0389 1.9907 0.3101
Cl: -2.4618 -4.2880 -1.4003
Cl: -3.6689 -1.4025 1.7526
Cl: 0.6336 2.0288 -4.9361